[1]
{
  "formula": "C4H7NO",
  "method": "ωB97M-V/def2-TZVPD",
  "elements": ["O", "C", "C", "C", "C", "N", "H", "H", "H", "H", "H", "H", "H"],
  "positions_angstrom": [[-1.8392, -1.3895, -1.2513], [-0.9255, -0.6637, -0.9883], [0.1692, 0.0662, -1.3254], [1.1281, 0.3635, -0.1874], [0.3499, 0.0078, 1.1061], [-1.0373, 0.0586, 0.6581], [0.4242, 0.1988, -2.3664], [-1.1917, 0.9440, 0.1722], [2.0130, -0.2800, -0.2663], [1.4980, 1.3978, -0.1380], [0.5733, -1.0091, 1.4486], [0.5295, 0.7003, 1.9341], [-1.7896, -0.2401, 1.2700]],
  "forces_ev_per_a": [[0.28, 0.40, -0.12], [-0.13, -0.07, -0.51], [0.15, -0.46, -0.19], [0.06, 0.01, 0.05], [0.07, 0.02, 0.02], [-0.14, 0.22, 0.09], [0.20, -0.30, 0.05], [-0.48, -0.03, 0.93], [-0.04, 0.19, 0.11], [-0.20, -0.11, -0.16], [-0.10, 0.17, -0.11], [0.13, -0.06, -0.16], [0.21, 0.02, -0.01]],
  "smiles": "[O-]C1=CCC[NH2+]1",
  "homo_ev": -7.6,
  "e_above_lowest_ev": 2.353
}

=====

[2]
{
  "formula": "C31H39NO2",
  "method": "ωB97M-V/def2-TZVPD",
  "elements": ["C", "C", "C", "C", "C", "H", "H", "C", "C", "C", "C", "C", "C", "C", "C", "C", "H", "C", "N", "C", "O", "C", "C", "C", "H", "H", "H", "H", "C", "C", "C", "C", "H", "H", "H", "H", "H", "H", "C", "C", "C", "C", "C", "C", "C", "H", "H", "H", "H", "H", "H", "H", "H", "O", "C", "H", "H", "H", "H", "H", "H", "H", "H", "H", "H", "H", "H", "H", "H", "H", "H", "H", "H"],
  "positions_angstrom": [[0.7723, -3.9352, -0.0993], [1.0653, -4.9206, -1.2257], [0.6487, -4.3938, -2.5993], [1.4773, -3.1929, -3.0473], [1.1097, -2.6838, -4.4419], [1.2929, -3.4668, -5.1813], [1.7642, -1.8420, -4.6805], [-0.3519, -2.2254, -4.5555], [-0.7256, -1.3289, -3.4223], [-1.7681, -1.5315, -2.6210], [-2.1250, -0.7251, -1.4621], [-3.4273, -0.7376, -0.9725], [-3.7880, 0.0184, 0.1275], [-2.8420, 0.7900, 0.7899], [-1.5144, 0.7884, 0.3341], [-1.1828, 0.0477, -0.7825], [-0.1624, 0.0604, -1.1331], [-0.4776, 1.5885, 1.0862], [0.6712, 1.9248, 0.2638], [1.7574, 1.1395, 0.4548], [2.8174, 1.2680, -0.1199], [1.3319, 0.0787, 1.4592], [2.3161, -0.5253, 2.4513], [3.5262, -1.1487, 1.7646], [3.2180, -1.9651, 1.1143], [4.0320, -0.4023, 1.1588], [4.2244, -1.5393, 2.5019], [2.6645, 0.2670, 3.1230], [1.5384, -1.5769, 3.2661], [0.0973, -1.2425, 3.5299], [-0.5387, -0.1870, 3.0453], [0.2123, 0.7962, 2.2124], [0.6670, 1.5412, 2.8817], [-1.5747, 0.0118, 3.2689], [-0.4255, -1.9561, 4.1530], [2.0426, -1.7490, 4.2211], [1.5594, -2.5298, 2.7256], [0.8964, -0.7426, 0.8750], [0.6229, 3.0208, -0.6746], [0.4958, 4.3332, 0.0533], [-0.6673, 5.0862, -0.0160], [-0.7781, 6.2701, 0.6935], [0.2707, 6.7057, 1.4845], [1.4322, 5.9546, 1.5642], [1.5435, 4.7742, 0.8531], [2.4463, 4.1834, 0.9104], [2.2525, 6.2918, 2.1809], [0.1837, 7.6288, 2.0385], [-1.6863, 6.8519, 0.6306], [-1.4890, 4.7455, -0.6305], [1.5603, 2.9846, -1.2385], [-0.2204, 2.8765, -1.3599], [-0.9467, 2.5025, 1.4664], [-3.1047, 1.5697, 1.8813], [-4.4254, 1.6353, 2.3591], [-4.3976, 2.3223, 3.2037], [-5.1108, 2.0244, 1.5993], [-4.7797, 0.6574, 2.7015], [-4.8127, -0.0060, 0.4639], [-4.1779, -1.3361, -1.4687], [-2.4398, -2.3568, -2.8288], [-0.0689, -0.4831, -3.2687], [-1.0171, -3.0901, -4.5801], [-0.4712, -1.6881, -5.5019], [1.3460, -2.3780, -2.3348], [2.5349, -3.4694, -3.0447], [-0.4048, -4.1144, -2.5574], [0.7568, -5.1951, -3.3351], [2.1325, -5.1553, -1.2334], [0.5246, -5.8500, -1.0301], [1.3910, -3.0462, -0.1913], [-0.2718, -3.6283, -0.1192], [0.9774, -4.3944, 0.8658]],
  "forces_ev_per_a": [[0.10, -0.19, -0.10], [-0.21, 0.08, -0.06], [0.33, 0.04, 0.13], [-0.15, -0.18, -0.23], [-0.03, 0.00, 0.17], [0.07, 0.03, -0.06], [0.02, 0.00, -0.09], [0.15, -0.01, -0.08], [-0.31, -0.19, -0.08], [0.20, -0.02, -0.34], [-0.23, 0.16, 0.40], [0.31, -0.02, -0.16], [-0.15, 0.21, 0.34], [0.06, -0.11, -0.20], [-0.14, 0.21, 0.11], [-0.26, -0.03, 0.05], [0.15, 0.01, -0.03], [-0.12, 0.05, 0.21], [-0.38, 0.26, -0.06], [0.02, -0.34, 0.22], [0.42, 0.04, -0.18], [0.18, 0.26, 0.40], [0.05, -0.17, -0.30], [-0.03, 0.25, 0.14], [-0.04, -0.13, -0.09], [0.09, -0.02, -0.06], [0.08, -0.11, 0.07], [-0.06, 0.02, -0.01], [0.07, 0.19, -0.03], [0.01, -0.23, 0.12], [-0.09, 0.20, -0.05], [0.07, -0.09, -0.16], [0.03, 0.00, -0.15], [-0.19, -0.06, 0.12], [-0.17, -0.02, 0.06], [0.04, -0.08, -0.03], [0.08, -0.06, 0.01], [-0.06, -0.01, -0.03], [0.15, -0.02, -0.09], [-0.09, 0.03, -0.07], [0.09, -0.08, -0.06], [-0.06, 0.13, 0.05], [-0.08, 0.09, 0.02], [0.08, -0.02, 0.04], [-0.02, 0.00, -0.02], [0.13, -0.08, 0.01], [0.07, 0.03, 0.04], [-0.01, 0.07, 0.04], [-0.07, 0.05, 0.00], [-0.08, -0.05, -0.07], [-0.17, -0.02, 0.00], [0.09, 0.03, 0.00], [0.13, -0.10, -0.02], [0.38, -0.11, -0.21], [-0.25, 0.02, 0.12], [-0.06, -0.06, -0.05], [0.03, -0.03, 0.02], [0.01, 0.04, -0.03], [-0.08, 0.02, 0.06], [-0.06, -0.07, -0.05], [0.00, -0.15, -0.08], [0.08, 0.20, 0.13], [-0.06, 0.02, -0.02], [-0.05, -0.07, -0.02], [0.10, 0.05, 0.08], [0.05, 0.04, 0.09], [-0.12, -0.04, -0.06], [-0.08, -0.01, -0.08], [0.03, -0.09, -0.01], [0.08, -0.05, 0.01], [0.04, 0.15, 0.06], [-0.13, 0.08, 0.04], [0.01, 0.05, 0.13]],
  "smiles": "CCCCCC/C=C/c1ccc(OC)c([C@H]2[C@H]3C=CC[C@@H](C)[C@@H]3C(=O)N2Cc2ccccc2)c1",
  "homo_ev": -8.0,
  "e_above_lowest_ev": 0.000
}

=====

[3]
{
  "formula": "C4H12NO2",
  "method": "ωB97M-V/def2-TZVPD",
  "elements": ["C", "C", "C", "C", "N", "H", "H", "H", "H", "H", "H", "H", "H", "H", "H", "O", "H", "H", "O"],
  "positions_angstrom": [[1.9726, -0.1884, 1.0490], [0.7834, -1.0619, 0.4330], [0.1992, -2.2545, 0.8728], [0.3427, 0.3630, -1.4421], [-0.1070, -0.3443, -0.4657], [2.7128, -0.8918, 1.6509], [1.7893, 0.7272, 1.6383], [2.7400, 0.0130, 0.1946], [-0.2959, -2.9287, 0.2047], [0.2746, -2.7455, 1.8498], [-0.4709, 0.9102, -2.0483], [1.3343, 0.8368, -1.3990], [-1.0607, -0.6067, -0.4559], [-1.7485, 0.7720, 3.2780], [-1.7669, 2.0992, 2.9463], [-1.0979, 1.4249, 3.1463], [-1.3458, 1.1054, -4.3845], [-2.6794, 1.4031, -3.5155], [-1.5761, 1.3670, -3.5525]],
  "forces_ev_per_a": [[2.33, -2.79, -1.04], [-2.57, 0.50, 1.84], [1.79, 0.94, 0.43], [-0.27, 4.43, -4.54], [2.34, -2.90, 3.52], [-2.02, 1.20, -0.72], [-0.45, -0.54, -0.55], [-1.63, 0.18, 1.14], [-0.84, 0.43, -0.67], [0.97, 0.49, -0.24], [1.83, -1.04, 1.05], [-0.50, -0.55, 0.10], [-0.62, -0.52, 0.07], [-0.64, -2.36, 0.53], [0.87, 0.75, -0.15], [-0.19, 1.61, -0.39], [0.73, -1.17, -3.66], [4.74, -0.19, -0.45], [-5.87, 1.54, 3.71]],
  "homo_ev": [-5.5, -8.2],
  "e_above_lowest_ev": 2.655,
  "multiplicity": 2
}

=====

[4]
{
  "formula": "C9H19BN2OP",
  "method": "ωB97M-V/def2-TZVPD",
  "elements": ["B", "C", "C", "C", "C", "C", "C", "C", "C", "C", "N", "N", "O", "P", "H", "H", "H", "H", "H", "H", "H", "H", "H", "H", "H", "H", "H", "H", "H", "H", "H", "H", "H"],
  "positions_angstrom": [[-1.4239, -1.3250, -0.4936], [4.1869, -0.8053, 0.2566], [-1.6821, 2.1717, 0.2745], [-0.2959, 1.8547, 0.8549], [-2.4754, 0.9575, -0.2629], [1.0600, -1.2615, -1.0532], [1.3120, -0.1588, 0.0407], [0.4642, 1.0688, -0.2066], [-2.4998, -2.3481, 0.0381], [1.2085, -0.7340, 1.4751], [-1.6850, 0.0057, -0.8979], [0.8788, 1.8309, -1.2165], [-0.2393, -1.8796, -0.9387], [3.1220, 0.4289, -0.2209], [5.3301, -0.8924, 0.1263], [4.0301, -1.7865, 0.7428], [-2.0982, 2.7942, 1.0549], [-1.5241, 2.9169, -0.5739], [0.3283, 2.8558, 1.0568], [-0.2926, 1.3193, 1.8557], [-3.0224, 0.4305, 0.5898], [-3.2691, 1.4721, -0.8612], [1.0808, -0.9561, -2.1759], [1.8405, -2.0026, -0.8087], [-3.6296, -2.1106, -0.0705], [-2.3836, -2.4957, 1.1551], [-2.4900, -3.3753, -0.2447], [0.3759, -1.5135, 1.4020], [0.9488, 0.0018, 2.2288], [2.0909, -1.2636, 1.7856], [-1.2338, 0.3663, -1.7821], [1.4957, 1.6293, -1.9820], [0.4912, 2.8043, -1.1483]],
  "forces_ev_per_a": [[-0.27, -1.98, -1.69], [0.67, -0.69, -0.05], [1.14, 1.37, -0.43], [1.36, 0.25, 0.49], [-2.72, 1.55, 2.54], [-1.15, -0.04, -0.91], [0.06, -0.24, 0.08], [2.80, 0.82, 0.47], [-2.20, 0.88, 2.38], [-2.26, -1.39, -1.11], [2.12, 1.42, -2.01], [-2.44, 1.68, 1.07], [1.14, -0.11, 0.89], [2.01, -0.77, -0.01], [-1.81, 1.40, -0.21], [-0.97, 0.56, -0.22], [-1.13, -0.19, 0.00], [-0.22, -0.91, 0.78], [-1.40, -2.09, -0.52], [-0.41, 0.56, -1.49], [0.66, 0.77, -0.97], [0.44, -0.99, 0.00], [0.75, 0.01, 2.00], [-0.56, -0.05, -0.62], [1.90, 0.26, 0.06], [-0.08, 0.43, -0.78], [0.81, -0.69, -0.93], [0.92, 0.94, 0.65], [0.17, -0.04, -0.04], [0.38, -0.08, -0.05], [-0.65, -0.89, 1.39], [0.20, -0.46, -0.01], [0.71, -1.29, -0.76]],
  "smiles": "C=P[C@]1(C)COB(C)NCCCC1=[NH2+]",
  "homo_ev": -13.0,
  "e_above_lowest_ev": 0.824,
  "charge": 1
}

=====

[5]
{
  "formula": "C8H7Br2F3N2O4S",
  "method": "ωB97M-V/def2-TZVPD",
  "elements": ["N", "C", "C", "C", "C", "N", "C", "C", "C", "F", "Br", "C", "F", "F", "Br", "H", "H", "H", "H", "H", "H", "H", "O", "S", "O", "O", "O"],
  "positions_angstrom": [[2.2216, 2.2026, 0.2938], [2.5257, 1.1068, -0.1416], [2.6618, -0.4607, -0.4318], [1.2259, -1.1761, -0.5712], [1.4946, -2.7656, -0.3656], [1.4053, -3.9255, -0.0083], [0.4646, -0.8517, -1.9689], [-0.9952, -0.1706, -1.6763], [-2.0992, -1.2218, -1.1784], [-1.5735, -2.5026, -0.7781], [-3.2646, -1.6086, -2.7894], [-3.1022, -0.6841, -0.0250], [-2.6389, 0.4466, 0.6966], [-4.4038, -0.4535, -0.6047], [-3.3080, -2.1511, 1.3363], [3.1736, -0.9343, 0.4978], [3.3764, -0.6464, -1.3126], [0.5596, -0.7425, 0.2754], [1.0570, -0.0352, -2.5452], [0.2883, -1.7812, -2.6196], [-0.8246, 0.7296, -0.9911], [-1.3424, 0.2359, -2.7019], [0.7707, 4.4500, 2.4109], [0.6286, 3.4870, 3.5280], [0.6390, 2.1023, 2.9910], [-0.6513, 3.7333, 4.2332], [1.7560, 3.6577, 4.4745]],
  "forces_ev_per_a": [[1.87, -5.81, -2.74], [-1.81, 2.58, 1.91], [0.48, 0.87, 1.07], [0.57, -0.37, -0.29], [-2.05, -3.22, 2.11], [0.92, 6.36, -2.29], [-0.72, 0.44, 0.35], [1.12, -0.07, -0.88], [0.22, -0.09, -0.30], [-0.54, 2.87, -0.98], [0.82, -0.26, 0.63], [-0.79, 0.20, 1.07], [-1.35, -2.63, -2.53], [3.01, 0.28, 1.90], [-0.24, 1.20, -0.72], [-0.86, 1.03, -1.50], [-1.35, 0.31, 1.13], [1.27, -1.26, -1.07], [-0.92, -1.56, 0.95], [0.55, 1.38, 0.98], [-0.54, -1.44, -0.58], [0.40, -0.63, 1.89], [0.03, 0.36, -0.48], [0.00, 0.38, 0.05], [-0.01, -0.92, -0.40], [-0.59, 0.02, 0.30], [0.51, -0.02, 0.40]],
  "homo_ev": 0.9,
  "e_above_lowest_ev": 2.486,
  "charge": -2
}

=====

[6]
{
  "formula": "C4H9NO",
  "method": "ωB97M-V/def2-TZVPD",
  "elements": ["C", "N", "C", "C", "C", "O", "H", "H", "H", "H", "H", "H", "H", "H", "H"],
  "positions_angstrom": [[-1.5169, -0.6851, 0.0211], [-1.0140, 0.6345, 0.2158], [0.1665, 1.0277, -0.5064], [1.5218, 0.7745, 0.3055], [1.5095, -0.6751, 0.8566], [-1.0846, -1.1168, -1.0438], [-2.3458, -1.1003, 0.5360], [-1.0906, 1.0425, 1.1049], [0.3050, 0.5601, -1.4924], [0.1649, 2.0659, -0.8248], [2.3680, 0.6123, -0.3182], [1.9235, 1.5369, 1.0114], [2.2623, -0.7694, 1.6341], [1.6327, -1.2497, -0.1159], [0.4684, -0.8571, 1.2437]],
  "forces_ev_per_a": [[2.91, 3.37, -4.45], [-1.07, -1.57, 0.21], [2.68, 0.61, -0.24], [-0.32, -0.77, 0.38], [-1.74, 0.69, -0.92], [-1.26, -2.19, 1.12], [-0.58, -0.24, 1.21], [-0.28, 0.61, 1.28], [-0.59, -0.48, 0.77], [-0.54, 0.45, 0.57], [0.50, 0.92, -1.46], [-1.17, -0.26, -0.12], [0.05, -0.60, -0.22], [0.05, -0.16, 1.80], [1.37, -0.38, 0.07]],
  "smiles": "CCCNC=O",
  "homo_ev": -9.6,
  "e_above_lowest_ev": 2.059
}

=====

Which formula does entry 6 have?
C4H9NO

=====

Number 3 is which compound?
C4H12NO2